No. 1
Density functional theory data (wB97M-V/def2-TZVPD) for 5 unconnected molecules or ions with the total composition C5H20NO5.

multiplicity: 2
calculated total energy: -633.204256 a.u.
relative energy (zero: lowest compared OMol25 entry of this formula, charge and spin): 105.8 kcal per mole
orbital gap (spin up / spin down): 2.64 / 8.43 eV
HOMO energy (spin up / spin down): -2.4 / -8.2 eV

Each line ends with the Mulliken charge.
Element x y z (Å)
C: -0.9866 1.6675 1.4238  0.042
O: -0.5350 0.8437 2.4584  -0.549
C: 0.2177 2.4429 0.8629  -1.041
C: 0.6964 1.8856 -0.4476  -0.310
C: 1.3968 0.5676 -0.3659  -0.836
C: 1.7775 -0.1758 0.6167  -0.037
N: 2.6157 -1.4127 0.3575  -0.357
H: -1.5185 0.8976 0.8035  0.027
H: -1.6630 2.3654 2.0119  0.243
H: -0.8336 0.0319 2.3168  0.297
H: -0.1270 3.4693 0.7900  0.480
H: 1.0355 2.3662 1.6562  0.345
H: -0.1374 1.8856 -1.1999  -0.112
H: 1.2920 2.7958 -0.8050  0.294
H: 1.4328 0.1358 -1.4269  0.211
H: 1.6222 0.0763 1.6784  0.302
H: 2.3898 -2.2364 0.8699  0.353
H: 3.5933 -1.2658 0.5064  0.404
H: 2.4580 -1.6406 -0.7598  0.412
H: 0.6302 -3.1578 -0.7741  0.307
H: 1.6265 -3.9791 -1.1972  0.293
O: 1.5649 -3.1246 -0.8145  -0.632
H: -2.6744 1.9674 -2.7393  0.319
H: -1.5693 1.2126 -2.0202  0.345
O: -2.1701 1.1738 -2.7309  -0.687
H: -3.7620 -0.7578 -0.3616  0.275
H: -2.6338 -0.7378 -1.3362  0.269
O: -2.8001 -0.9376 -0.4579  -0.641
H: -1.2787 -1.5793 0.0223  0.296
H: -1.1699 -2.7061 0.6916  0.350
O: -0.4901 -2.0736 0.3707  -0.664



No. 2
Density functional theory data (wB97M-V/def2-TZVPD) for a molecular structure, C5H20NaO5.

multiplicity: 1
calculated total energy: -740.478040 a.u.
relative energy (zero: lowest compared OMol25 entry of this formula, charge and spin): 196.5 kcal per mole
orbital gap: 11.32 eV
charge: +1
HOMO energy: -14.0 eV

Each line ends with the Mulliken charge.
Element x y z (Å)
Na: 8.7588 9.8330 -25.1167  1.353
C: 8.2732 11.9971 -23.5398  -0.844
O: 8.1445 10.6002 -23.6603  -0.513
H: 8.8672 12.1716 -22.6427  0.384
H: 8.9283 12.3199 -24.3490  0.233
H: 7.3466 12.5581 -23.6621  0.274
H: 7.8032 10.2984 -22.8153  0.309
C: 10.1849 10.8845 -27.2045  -0.894
O: 10.0255 10.8112 -25.8168  -0.487
H: 10.1587 11.9099 -27.5733  0.329
H: 11.1777 10.4988 -27.4362  0.300
H: 9.3914 10.3422 -27.7187  0.338
H: 10.5339 11.5548 -25.4849  0.360
C: 9.5080 7.5785 -25.9945  -0.742
O: 9.0026 8.8032 -26.4077  -0.448
H: 9.5268 7.3588 -24.9271  0.218
H: 8.9227 6.8105 -26.5002  0.301
H: 10.5211 7.4464 -26.3744  0.304
H: 9.2575 8.9088 -27.3273  0.224
C: 6.0786 11.0849 -25.6237  -0.984
O: 7.0383 10.1016 -25.5726  -0.401
H: 5.1827 10.7755 -26.1618  0.399
H: 5.7291 11.3188 -24.6181  0.277
H: 6.3443 12.0006 -26.1520  0.287
H: 6.7670 9.5154 -26.2829  0.363
C: 9.7530 8.7553 -22.9015  -0.800
O: 10.0752 9.4081 -24.0835  -0.340
H: 8.7161 9.0371 -22.7184  0.261
H: 9.8522 7.6733 -22.9876  0.312
H: 10.3506 9.0903 -22.0537  0.329
H: 11.0215 9.2668 -24.1627  0.299



No. 3
Density functional theory data (wB97M-V/def2-TZVPD) for 7 unconnected molecules or ions with the total composition C5H20O7.

multiplicity: 2
calculated total energy: -728.841669 a.u.
orbital gap (spin up / spin down): 9.92 / 6.94 eV
charge: +1
HOMO energy (spin up / spin down): -14.5 / -14.6 eV

Each line ends with the Mulliken charge.
Element x y z (Å)
C: -1.3158 -1.9805 1.3332  -1.333
C: 1.4790 -0.3620 -2.4130  -0.832
C: 0.2038 -0.5617 -1.9053  0.446
O: -0.8227 -0.6098 -2.7311  -0.476
C: 0.0428 -0.8290 -0.4701  0.938
C: -1.0401 -1.4936 -0.0419  -0.599
H: -0.9543 -1.2820 2.0831  0.253
H: -2.3631 -2.1661 1.5615  0.393
H: -0.7481 -2.9234 1.4338  0.375
H: 1.5763 -0.2289 -3.4878  0.408
H: 2.2451 -0.0084 -1.7435  0.454
H: -1.6992 -0.8792 -2.4076  0.354
H: 0.7148 -0.4715 0.2971  0.497
H: -1.7289 -1.9833 -0.7523  0.229
H: -2.3748 1.9958 -1.2810  0.319
H: -2.2720 1.1335 -0.0591  0.419
O: -2.3774 1.0550 -1.0366  -0.628
H: -2.8089 0.9878 2.0509  0.297
H: -1.5219 1.6462 2.2679  0.356
O: -2.2013 1.5653 1.5616  -0.658
H: 0.2547 1.0622 3.9042  0.324
H: 0.8367 0.7926 2.6516  0.300
O: -0.0615 0.7356 3.0439  -0.621
H: 2.9016 -0.3900 1.2665  0.389
H: 3.0831 1.0759 1.0530  0.299
O: 2.5986 0.4716 1.6356  -0.684
H: -0.5599 2.0795 -0.8588  0.303
H: 1.0159 2.1590 -0.5441  0.275
O: 0.2035 2.6478 -0.7002  -0.586
H: 2.4714 -1.3526 -0.7101  0.180
H: 2.4499 -2.3493 0.4754  0.353
O: 3.0242 -1.7747 -0.0439  -0.747



No. 4
Density functional theory data (wB97M-V/def2-TZVPD) for 4 unconnected molecules or ions with the total composition C5H21N2O3.

multiplicity: 1
calculated total energy: -538.109664 a.u.
relative energy (zero: lowest compared OMol25 entry of this formula, charge and spin): 25.4 kcal per mole
orbital gap: 9.61 eV
charge: +1
HOMO energy: -12.4 eV

Each line ends with the Mulliken charge.
Element x y z (Å)
C: -0.5344 0.7777 -1.3610  -0.721
C: -0.5358 -0.5429 -0.5598  -0.823
C: 0.8123 -0.9966 -0.0247  -0.420
C: 1.8962 -1.2166 -1.0447  -0.809
C: 1.6452 -2.2896 -2.1253  -0.613
N: 0.9866 -1.7003 -3.3076  -0.553
N: -0.6877 1.9231 -0.3925  -0.073
H: -1.3353 0.8437 -2.0964  0.309
H: 0.3991 0.8282 -1.9303  0.443
H: -0.8837 -1.3207 -1.2473  0.248
H: -1.3021 -0.4268 0.1905  0.624
H: 1.1653 -0.3716 0.8256  0.255
H: 0.5832 -1.8673 0.6211  0.417
H: 2.8619 -1.4301 -0.5662  0.405
H: 2.0874 -0.2327 -1.4922  0.316
H: 2.6612 -2.5333 -2.4577  0.434
H: 1.1879 -3.1901 -1.7181  0.257
H: -0.0185 -1.7202 -3.1980  0.188
H: 1.1970 -2.3033 -4.0956  0.259
H: -0.7892 2.8333 -0.8254  0.388
H: 0.0636 1.9713 0.3219  0.229
H: -1.4229 1.6620 0.2795  0.266
H: -2.6820 2.3695 2.8819  0.320
H: -1.8834 1.1081 2.5118  0.409
O: -1.9164 2.0868 2.3931  -0.687
H: 1.5756 2.4414 2.1014  0.286
H: 0.2265 2.1047 2.7585  0.301
O: 0.8688 1.7881 2.1157  -0.594
H: -2.2464 -1.0734 3.3374  0.275
H: -0.9180 -1.1856 2.4237  0.287
O: -1.6728 -0.6644 2.6786  -0.623